ORCA calculation (wB97M-V/def2-TZVPD) on a cluster of 15 separate species, C43H75N15O2 in total.

The geometry in XYZ format:
```
135
Properties=species:S:1:pos:R:3:lowdin_charge:R:1
O -3.6935 1.8861 -2.3403 -0.17
O -3.0413 1.3133 0.0599 -0.24
N -4.2118 -4.9509 3.3146 0.13
N -3.6043 -7.5411 7.2591 0.11
N -0.7700 -0.1440 4.6175 0.15
N 4.3851 -2.0859 6.2204 0.13
N 6.5125 0.8786 -2.9959 0.13
N -4.3508 0.1517 9.4946 0.12
N 2.3501 -4.4994 -4.1683 0.13
N 1.4008 3.0218 -5.4256 0.14
N 4.8136 -7.5324 -8.4854 0.11
N -5.1017 -0.0282 -1.9000 0.02
N 2.0078 7.8726 -6.9224 0.14
N 4.1079 -2.8414 12.5638 0.12
N 1.1008 -4.6038 5.6134 0.13
N -4.0654 7.0076 -7.6860 0.12
N -0.1403 -1.7534 1.3272 0.16
C -4.6806 7.0915 -6.7021 -0.27
C -1.9024 0.9224 8.8952 -0.08
C -5.6057 -4.7608 5.5436 -0.08
C -0.6941 -1.2287 -2.0116 -0.20
C -2.7782 0.1256 -0.8051 -0.22
C -4.8270 -4.8670 4.2984 -0.25
C 0.2726 -0.8552 -3.2843 -0.20
C -0.7691 -2.7304 1.3866 -0.23
C -2.0563 3.8387 -2.6423 -0.25
C 1.3484 -4.6952 -4.7265 -0.27
C 4.8364 -0.6568 11.2813 -0.08
C 4.4294 -1.8771 11.9978 -0.28
C 1.7223 3.9860 -5.9917 -0.26
C -2.6231 2.3776 -3.2226 -0.15
C -2.7270 1.0263 1.4682 -0.13
C 2.1292 5.2064 -6.7081 -0.11
C 4.6783 -6.5914 -6.0270 -0.08
C 6.4922 -1.7414 -2.7074 -0.08
C -5.4592 7.1977 -5.4569 -0.09
C 1.9933 9.0940 -9.2581 -0.06
C 3.4478 0.9109 -1.2420 -0.15
C 0.3816 5.1242 -2.8968 -0.14
C 4.2288 -2.8893 7.0473 -0.26
C -3.6583 0.4136 -2.1975 -0.28
C -2.5225 5.0924 -3.6046 -0.11
C 1.8292 -2.4192 4.3310 -0.10
C -3.2598 0.2857 5.3684 -0.07
C 4.7539 -7.1171 -7.4003 -0.27
C 4.0311 -3.9061 8.0938 -0.06
C 6.5035 -0.2778 -2.8685 -0.28
C -1.5648 -3.9671 1.4617 -0.07
C -1.1681 0.0752 -1.1120 -0.15
C 2.0013 8.4117 -7.9533 -0.21
C 1.4223 -3.6395 5.0474 -0.25
C 0.0805 -4.9430 -5.4331 -0.07
C -0.0666 3.6699 -0.7395 -0.09
C 2.2651 -0.2493 -1.4615 -0.24
C -1.8690 0.0456 4.9489 -0.26
C -2.5237 -7.2009 6.9945 -0.27
C -0.4291 3.8009 -2.3670 -0.34
C 1.5784 0.0662 -2.9161 -0.22
C -3.2701 0.4919 9.2300 -0.28
C -1.1560 -6.7703 6.6597 -0.10
H 4.7842 -4.6990 8.0349 0.09
H 6.1741 -2.0351 -1.7015 0.08
H -3.2943 0.0647 1.8452 0.09
H 5.8314 -0.7619 10.8361 0.08
H -1.7561 1.6118 -3.4171 0.11
H -0.7317 1.0894 -1.5651 0.10
H 5.8085 -2.2211 -3.4158 0.08
H -0.8107 2.9002 -0.2129 0.07
H 1.4356 5.4491 -7.5201 0.07
H 1.3991 1.2227 -2.9938 0.08
H -3.0639 1.9724 2.0944 0.11
H 1.5206 8.4805 -10.0325 0.08
H 3.1242 5.1013 -7.1534 0.08
H -5.7986 6.2170 -5.1071 0.08
H 0.5836 -1.8261 -3.8813 0.09
H -0.7417 -7.3498 5.8279 0.08
H -5.5921 -0.3128 -2.7908 0.07
H -0.1891 4.6840 -0.1663 0.08
H -1.1279 -4.6874 2.1615 0.08
H 1.5532 -0.1443 -0.5389 0.08
H 1.4447 10.0409 -9.2161 0.08
H -3.6561 5.0204 -3.9050 0.07
H -1.4881 0.3429 8.0634 0.07
H -6.4970 -4.1383 5.4116 0.08
H -5.6041 0.8276 -1.5426 0.09
H -3.1732 -0.8220 -0.2305 0.15
H -1.8750 5.1298 -4.6043 0.09
H 2.9877 1.7406 -0.5324 0.06
H -4.8703 7.6435 -4.6483 0.08
H 4.0964 -3.4720 9.0971 0.07
H 4.4568 0.4604 -0.8537 0.06
H -0.0180 2.8790 -2.9886 0.09
H -2.5883 -3.7698 1.7978 0.04
H -3.3438 1.1760 6.0005 0.08
H -3.0968 2.6100 -4.2880 0.13
H 4.4933 -7.3879 -5.2985 0.08
H 3.8710 -5.8595 -5.9178 0.04
H 2.8242 -2.5242 3.8857 0.08
H 1.1356 -2.1764 3.5190 0.03
H -0.4747 -6.8906 7.5087 0.08
H 3.0498 -4.3854 8.0120 0.07
H -0.7844 -4.6609 -4.8233 0.08
H 1.0328 3.2297 -0.6407 0.08
H 2.1633 6.0746 -6.0415 0.03
H -1.5804 0.8773 1.6932 0.09
H -1.6342 -4.4633 0.4880 0.08
H 0.2183 5.3723 -4.0428 0.06
H -5.0168 -4.3150 6.3523 0.08
H -1.6988 -1.6706 -2.4811 0.10
H -2.3020 6.0771 -2.9967 0.09
H -3.9214 0.4360 4.5087 0.07
H -5.9450 -5.7415 5.8935 0.08
H -6.3505 7.8201 -5.5889 0.08
H 2.4058 -0.1917 -3.7374 0.12
H 0.1356 6.0238 -2.1807 0.08
H -3.6607 -0.5569 5.9416 0.08
H -1.2212 0.8021 9.7442 0.08
H 4.8704 0.2114 11.9480 0.08
H 3.6124 1.4517 -2.2913 0.07
H 4.1427 -0.4141 10.4694 0.08
H -0.6333 -0.0384 -0.0507 0.06
H -1.1242 -5.7156 6.3665 0.05
H 5.6082 -6.0935 -5.7326 0.08
H -1.8706 1.9771 8.6020 0.08
H 1.5432 4.8672 -2.8013 0.09
H -0.3874 -0.2191 -4.0469 0.11
H -2.5571 3.9650 -1.5660 0.15
H 2.8072 -1.2917 -1.4080 0.10
H 7.4846 -2.1742 -2.8721 0.08
H 3.0077 9.3229 -9.6013 0.08
H -0.2616 -2.1198 -1.3473 0.10
H -0.0380 -6.0003 -5.6927 0.08
H -3.2238 -0.1409 -3.1337 0.16
H 0.0187 -4.3721 -6.3656 0.09
H 1.8633 -1.5510 4.9976 0.06
```

Output
* electronic energy: -72241.88756 eV
* largest force on an atom: 0.058 Eh/bohr
* energy above the lowest of the compared OMol25 structures with the same formula, charge and spin: 175.4 kcal per mole
* frontier orbital gap: 9.01 eV

---

ORCA calculation (wB97M-V/def2-TZVPD) on a structure of composition C43H80F24N5O17P2S8.

The geometry in XYZ format:
```
179
Properties=species:S:1:pos:R:3:lowdin_charge:R:1
S -2.9779 2.8222 -7.8460 0.57
S 6.6652 3.6055 -2.1338 0.66
S 2.6210 -0.9967 4.9187 0.57
S 5.2802 -0.0573 5.6432 0.60
S -4.1996 2.6074 -5.4391 0.55
S 0.2634 -0.2256 0.3304 0.58
S 0.4845 0.1324 -2.4312 0.65
S 5.4325 5.7363 -0.7162 0.55
P -0.3268 -3.9895 -3.3003 1.05
P -2.2648 2.2985 3.9586 1.01
F -2.9629 4.2314 -3.7278 0.10
F -5.1858 4.4634 -3.8773 0.12
F -3.8722 5.3162 -5.3668 0.10
F 6.0280 7.2565 -2.8506 0.11
F 1.4348 -1.8095 7.1778 0.10
F 5.3659 1.7414 3.6719 0.09
F 4.7277 8.0845 -1.4999 0.15
F -1.1686 2.8071 -9.7083 0.14
F 4.8315 2.6555 5.5158 0.12
F -0.1138 -2.8347 0.8333 0.08
F -1.5606 1.6463 -1.6461 0.11
F 5.3207 3.5231 -4.5227 0.15
F 0.7535 -1.6062 2.5349 0.06
F 3.9456 6.4924 -2.6640 0.12
F 1.9541 -2.1359 0.8174 0.16
F 1.5556 -3.2898 5.5499 0.08
F -1.0628 1.8781 -3.7697 0.15
F 6.8682 1.9781 5.2939 0.12
F 7.0672 2.2106 -4.1871 0.11
F -0.3835 3.6757 -7.8561 0.07
F 3.3517 -2.7850 6.7701 0.13
F -2.0627 0.1213 -3.1577 0.13
F -0.7304 1.4375 -8.0734 0.10
F 5.2164 1.6786 -3.2837 0.11
O -3.3323 4.0935 -8.3107 -0.26
O 1.4015 1.2105 -2.0380 -0.31
O 6.7194 6.0642 -0.1927 -0.26
O 5.9018 0.0730 6.9161 -0.29
O 0.7620 -0.6832 -3.5788 -0.28
O 4.3618 5.8347 0.2308 -0.27
O 7.5379 4.6467 -2.6592 -0.28
O 7.1063 2.4389 -1.3766 -0.30
O 1.4007 0.5916 0.7004 -0.28
O 5.9726 -0.9499 4.7238 -0.30
O -0.9466 0.0623 0.9768 -0.28
O 3.1999 -1.7097 3.8471 -0.27
O -3.4808 1.6093 -8.4764 -0.31
O 2.5110 2.8612 2.1481 0.16
O 1.3370 -0.3710 4.7779 -0.31
O -5.4697 2.6681 -6.0454 -0.26
O -4.0688 1.6907 -4.3167 -0.32
N 4.3535 2.5021 0.6587 0.12
N 3.6436 -0.0299 5.7470 -0.29
N -2.8855 2.6352 -6.2812 -0.30
N 5.4239 4.2954 -1.3666 -0.32
N 0.1272 -0.8230 -1.1563 -0.29
C -1.1947 2.6683 -8.3976 -0.61
C -1.1543 0.9962 -2.7720 -0.64
C 5.9598 2.7482 -3.6327 -0.63
C -4.0471 4.2538 -4.5362 -0.63
C -2.2505 -2.8542 5.3932 -0.09
C -1.6040 -1.6671 -6.5497 -0.27
C -3.5026 3.3537 4.8659 -0.25
C -0.6275 2.1901 4.6219 -0.28
C -2.1887 -0.3745 4.6376 -0.27
C -3.4345 4.4286 0.5890 -0.26
C -2.2466 -6.2594 1.2040 -0.12
C 1.3898 -3.5342 -3.0120 -0.24
C -3.5419 3.3918 1.6361 -0.25
C -4.8309 4.6200 -0.0827 -0.08
C -1.2339 -5.2512 -0.8224 -0.24
C 0.0746 3.4979 4.9333 -0.23
C -2.1971 3.0719 2.3542 -0.24
C 2.9006 3.0184 1.0510 -0.37
C 4.2758 1.1800 -0.0912 0.02
C -2.4953 -5.2774 0.0900 -0.27
C 2.0125 4.7587 5.9508 -0.10
C 1.5185 3.3838 5.5870 -0.23
C -1.3049 -4.0194 -1.7731 -0.24
C -1.5961 -7.3844 -5.3345 -0.28
C 2.2445 -2.2920 6.1959 -0.61
C 1.8652 -5.5354 -1.5404 -0.28
C 5.0330 6.9022 -1.9770 -0.67
C 2.1309 3.7323 0.0079 0.02
C -2.6639 -1.8372 4.3815 -0.24
C -3.7224 2.1298 8.5123 -0.11
C 0.7417 -1.8026 1.1464 -0.60
C -0.6917 -2.5678 -5.7588 -0.24
C -0.3781 -5.5855 -4.1751 -0.28
C 2.8911 -6.5784 -1.0629 -0.10
C -3.8821 2.0047 7.0088 -0.27
C 2.2880 -4.8133 -2.8353 -0.21
C -2.8063 0.6189 3.7544 -0.28
C -1.7783 -6.1595 -4.4332 -0.22
C -0.7198 -8.5452 -4.9093 -0.10
C -3.6591 3.3370 6.3628 -0.27
C 5.5855 1.6835 5.0049 -0.64
C -1.3370 -1.7792 -8.0377 -0.11
C -1.2889 -2.8130 -4.3456 -0.25
H 1.4837 2.7279 6.4466 0.11
H -0.8530 1.7091 5.5807 0.10
H -0.3967 -1.2826 -8.3240 0.08
H -0.6352 4.0487 5.6023 0.11
H 2.6981 4.4060 -0.6061 0.06
H -4.9322 1.6622 6.8054 0.14
H -2.6180 -2.0209 -6.3589 0.11
H 0.1751 -5.4447 -5.1085 0.11
H -4.4179 3.1331 4.3481 0.08
H 1.6982 5.1561 6.9348 0.08
H -2.2854 -3.2841 -4.4193 0.10
H -2.4188 -5.3915 -4.8992 0.11
H 2.3193 -5.4697 -3.6873 0.09
H -1.3118 -2.8058 -8.4087 0.06
H -2.6735 2.3246 8.7064 0.07
H -1.1834 -2.9416 5.4189 0.06
H -3.7592 -1.8332 4.3293 0.11
H -4.3507 3.6394 2.3456 0.10
H 1.8333 -4.7971 -0.7078 0.12
H 1.6049 -2.9978 -3.8894 0.06
H 0.2466 -2.0154 -5.6405 0.10
H 1.5668 5.3441 5.2164 0.04
H -2.6633 -3.8158 5.1079 0.07
H -2.3720 0.3385 2.7662 0.10
H 2.8856 -7.4996 -1.7102 0.08
H -2.2131 -6.4702 -3.4453 0.12
H -1.4796 2.4702 1.8154 0.09
H 5.1865 1.0832 -0.6922 0.08
H -4.8943 5.5686 -0.5732 0.06
H -0.4669 -3.5044 -6.3257 0.11
H -2.9046 5.3317 0.9589 0.12
H -3.9180 0.5855 3.7995 0.13
H 3.3613 -4.5242 -2.8954 0.13
H 0.0861 -6.3682 -3.5841 0.08
H 2.0897 2.8293 4.8181 0.10
H -5.6362 4.4940 0.6295 0.06
H -2.5855 -2.5721 6.3874 0.08
H -2.5686 -7.7489 -5.6135 0.10
H -2.7055 4.0870 -0.1531 0.11
H 1.5423 3.1001 -0.6477 0.07
H 3.9028 -6.1659 -1.0422 0.07
H 1.5437 -2.8774 -2.1405 0.09
H -3.9980 1.2168 9.1372 0.09
H -1.0956 -0.3751 4.5653 0.09
H 1.4657 4.4673 0.4734 0.11
H -0.7316 -9.1585 -5.8012 0.07
H 0.3466 -8.3311 -4.7596 0.07
H -1.5449 -0.6241 -6.2808 0.11
H -3.9139 2.5769 1.1065 0.10
H 4.9809 2.3841 1.4702 0.16
H 0.0190 1.4964 4.0363 0.12
H 3.1079 4.8877 5.9234 0.08
H 2.7035 -6.9144 -0.0198 0.08
H -0.3459 -5.3102 -0.1425 0.10
H -1.9322 -7.1907 0.7908 0.05
H -2.2716 -0.0653 5.7164 0.11
H -1.6772 3.9871 2.5346 0.08
H -2.2062 -1.2907 -8.5178 0.08
H -1.4446 -1.9060 -3.7916 0.06
H -1.2323 -6.1728 -1.4050 0.09
H 4.7953 3.1903 0.0888 0.06
H -2.3499 -3.9096 -1.9331 0.09
H -2.6868 -4.2958 0.4452 0.09
H 0.0795 4.0611 3.9969 0.10
H 0.8966 -5.9775 -1.5531 0.05
H -0.9149 -3.1187 -1.2672 0.07
H -3.4041 -5.5191 -0.4372 0.10
H -1.1287 -9.1337 -4.0255 0.10
H -3.2765 4.3849 4.5933 0.11
H -2.7122 3.7530 6.7328 0.11
H -5.0952 3.8937 -0.8707 0.08
H -1.2483 -7.0218 -6.2607 0.09
H -3.2113 -6.5889 1.7490 0.10
H -1.5330 -5.9031 1.9761 0.09
H -3.1693 1.3611 6.6102 0.05
H 3.3578 1.2363 -0.7047 0.07
H 4.2168 0.3891 0.6910 0.12
H -4.3793 2.8919 8.9661 0.08
H -2.3866 -2.0818 3.3697 0.10
H -4.4646 4.0841 6.5573 0.14
```

Output
* charge: -1
* electronic energy: -258623.55861 eV
* largest force on an atom: 0.078 Eh/bohr
* energy above the lowest of the compared OMol25 structures with the same formula, charge and spin: 0.0 kcal per mole
* frontier orbital gap: 8.64 eV

---

ORCA calculation (wB97M-V/def2-TZVPD) on a cluster of 5 separate species, C43H83Br3N7O6PS in total.

The geometry in XYZ format:
```
144
Properties=species:S:1:pos:R:3:lowdin_charge:R:1
Br 2.6768 0.1712 -1.0005 0.87
Br -1.0057 3.6493 3.4212 0.33
Br -1.7258 -1.0151 -1.5263 0.94
S -0.3862 -4.6760 -3.7665 0.57
P 1.2301 3.3615 3.2322 0.64
O -0.1286 -5.8572 -4.5436 -0.29
O 0.1902 2.0908 0.5986 0.09
O -0.8126 -3.4972 -4.4496 -0.28
O -1.4881 -5.0581 -2.6826 -0.16
O 0.9308 0.9976 4.7754 0.08
O 1.6195 4.1856 1.8901 -0.35
N -8.2202 7.1669 -1.3229 -0.20
N 1.3640 1.7169 2.5914 -0.12
N -5.1013 1.8947 -0.5323 -0.19
N 6.3249 1.0538 -4.4973 -0.20
N 0.8082 -2.1040 4.6295 0.15
N 1.7506 -4.7841 2.8550 0.03
N 5.9427 -4.8941 2.9721 -0.20
C -9.2221 5.0719 -2.1956 -0.09
C 1.2314 -4.4819 -0.2549 -0.17
C -5.0591 4.3677 0.1507 -0.07
C 6.2481 -3.7334 2.1527 -0.25
C 0.6314 -1.8050 3.2690 -0.16
C 1.0808 -4.3180 -2.8298 -0.21
C 5.1807 -7.2645 2.9842 -0.09
C 0.4129 -2.8007 2.3014 -0.08
C -5.1177 3.2899 -0.9408 -0.24
C -8.1065 8.0756 -0.1958 -0.25
C 5.7782 -6.1097 2.1959 -0.28
C -7.5500 1.8233 -0.1825 -0.09
C -1.6084 -1.8886 5.0373 0.00
C -9.2728 9.0299 0.0898 -0.09
C 0.3865 -4.2153 2.8041 -0.21
C 7.6726 1.2143 -5.0132 -0.25
C -9.3268 8.5225 -3.1952 -0.08
C -6.1700 1.4951 0.3631 -0.27
C 0.6277 1.3307 1.4127 -0.44
C 0.0317 -0.7054 -0.8491 -0.64
C 7.5705 -3.7163 1.3759 -0.08
C -9.2849 6.1922 -1.1695 -0.27
C 0.9285 -0.1401 -1.6530 -0.72
C -3.1986 1.8147 1.1742 -0.10
C 8.7117 0.1368 -4.6785 -0.09
C 5.6378 -0.1059 -5.0346 -0.27
C 0.0373 -3.5322 -0.1081 -0.15
C 0.9983 0.7559 3.6011 -0.42
C 0.5128 -0.1602 1.5191 -0.06
C -8.1088 7.7721 -2.6388 -0.25
C -3.8022 1.3607 -0.1557 -0.29
C 4.1524 -0.1126 -4.7116 -0.10
C 0.6483 0.2624 -3.0690 -0.13
C 1.2563 -5.2260 -1.5949 -0.20
C 8.1539 -5.5478 4.0904 -0.08
C 6.1606 1.2706 -3.0695 -0.24
C -0.1499 -1.8288 5.4260 -0.37
C 0.1427 -1.3902 6.8271 -0.03
C 0.7110 -0.4894 2.8488 -0.02
C 0.2347 -2.4715 0.9505 -0.08
C 6.7145 -5.0255 4.1957 -0.25
C 6.5935 0.1513 -2.1119 -0.09
C 0.2542 -1.1199 0.5580 -0.19
H 1.5584 0.5503 -3.5880 0.05
H -3.0950 1.5706 -0.9603 0.08
H 8.4241 -3.5269 2.0253 0.06
H 6.2602 -0.8312 -2.4504 0.07
H -1.8445 -2.8264 4.5374 0.08
H -8.2441 4.5876 -2.1772 0.06
H 7.5956 1.2862 -6.1028 0.11
H -7.7088 2.9005 -0.2504 0.05
H -5.7267 4.1447 0.9847 0.07
H -0.0762 -0.3194 6.8328 0.09
H 3.6757 0.8111 -5.0449 0.08
H 4.2311 -6.9763 3.4381 0.07
H -9.1499 9.4682 1.0823 0.07
H -3.9184 1.7622 1.9932 0.07
H 6.1647 -5.6859 4.8713 0.10
H 2.1684 -3.9418 -0.1006 0.13
H -2.3604 1.1626 1.4334 0.05
H 8.4996 -5.8661 5.0759 0.07
H -0.1472 -3.0100 -1.0392 0.03
H -9.4143 5.4248 -3.2093 0.07
H 0.5446 -6.0503 -1.5787 0.11
H 5.7571 -0.0939 -6.1213 0.12
H 1.7523 -5.5201 3.5509 0.07
H -9.4374 9.5124 -2.7552 0.05
H -9.3090 9.8557 -0.6195 0.05
H 2.4111 -4.0836 3.1742 0.07
H -0.0975 1.0567 -3.1014 0.09
H 8.8457 -4.7822 3.7428 0.05
H -10.2553 7.9717 -3.0393 0.07
H 6.7250 -6.4480 1.7450 0.10
H 8.3297 -0.8704 -4.8476 0.07
H 1.8696 -4.5357 -3.5472 0.11
H -10.2867 6.6497 -1.2087 0.10
H 2.2345 -5.7013 -1.6852 0.11
H -0.5541 -1.8615 7.5221 0.08
H 7.5479 -2.9122 0.6373 0.07
H -2.8045 2.8267 1.1222 0.02
H 6.6811 2.1938 -2.8032 0.12
H -0.0673 -4.2763 3.7962 0.10
H 3.9798 -0.2281 -3.6412 0.01
H 6.1534 0.3234 -1.1268 0.06
H -4.0519 4.5011 0.5442 0.05
H -0.2145 -4.8631 2.1614 0.11
H -2.2320 -1.8127 5.9265 0.08
H -4.2978 3.4469 -1.6461 0.12
H -7.2451 8.4417 -2.6335 0.11
H 0.8173 4.5375 1.4788 0.03
H 8.0516 2.1869 -4.6876 0.11
H 9.0575 0.2081 -3.6480 0.05
H -9.2081 8.6634 -4.2714 0.07
H 6.7191 -4.0566 4.7009 0.11
H -7.9410 7.4640 0.6971 0.11
H -1.8782 -1.0459 4.3953 0.09
H 0.2317 -0.5881 -3.6150 0.07
H 3.6638 -0.9473 -5.2176 0.08
H 8.2314 -6.4083 3.4245 0.07
H -3.8926 0.2721 -0.1288 0.06
H 5.8485 -7.6160 3.7719 0.07
H -10.2359 8.5188 0.0768 0.07
H 1.1967 -5.2272 0.5372 0.09
H 7.6735 0.1189 -1.9758 0.05
H -6.0232 3.4581 -1.5294 0.09
H 5.4300 -3.6223 1.4329 0.10
H -7.8431 6.9860 -3.3496 0.10
H 1.0828 -3.2607 -2.5756 0.09
H -6.0745 1.9460 1.3648 0.10
H -5.3707 5.3272 -0.2684 0.07
H 6.1966 -2.8432 2.7858 0.11
H 6.0753 -1.0563 -4.6876 0.10
H -9.1908 5.7489 -0.1740 0.12
H 5.1010 -5.8939 1.3648 0.11
H 5.1056 1.4850 -2.8803 0.08
H -7.6926 1.3907 -1.1739 0.08
H -6.1017 0.4132 0.5084 0.12
H -0.8854 -4.0786 0.1083 0.13
H -1.7220 -5.9867 -2.8283 0.10
H -7.1904 8.6603 -0.3170 0.11
H 9.5878 0.2646 -5.3175 0.07
H 4.9929 -8.1083 2.3192 0.07
H 7.7443 -4.6483 0.8373 0.07
H -8.3209 1.4192 0.4753 0.07
H 1.1775 -1.5768 7.0949 0.09
H -9.9773 4.3185 -1.9674 0.08
```

Output
* SMILES: CC(C)=Nc1c(CN)c(CCCCS(=O)(=O)O)c(/C(Br)=C(/C)Br)c2c1C(=O)N(P(O)Br)C2=O.CCN(CC)CC.CCN(CC)CC.CCN(CC)CC.CCN(CC)CC
* electronic energy: -298905.14195 eV
* largest force on an atom: 0.041 Eh/bohr
* frontier orbital gap: 7.50 eV

---

Number 1: HOMO level -8.95 eV. Number 2: HOMO level -7.43 eV. Number 3: HOMO level -7.88 eV.